{"formula": "C23H25N3O3S", "method": "ωB97M-V/def2-TZVPD", "e_above_lowest_kcal_mol": 26.46, "e_homo_ev": -8.045, "lumo_energy_ev": 0.618, "symbols": ["O", "C", "N", "C", "H", "H", "C", "H", "H", "C", "C", "O", "N", "C", "C", "C", "C", "C", "O", "H", "H", "H", "H", "H", "C", "C", "C", "C", "C", "S", "H", "H", "H", "H", "H", "H", "C", "C", "H", "H", "H", "H", "N", "C", "C", "C", "C", "C", "C", "H", "H", "H", "H", "H", "H"], "xyz": [[-1.351, -0.317, 1.648], [-1.821, 0.572, 0.962], [-1.311, 1.840, 1.019], [-1.805, 3.013, 0.344], [-1.728, 3.841, 1.060], [-2.859, 2.891, 0.099], [-0.966, 3.339, -0.909], [-1.458, 2.964, -1.807], [-0.861, 4.420, -1.005], [0.424, 2.689, -0.802], [0.334, 1.240, -1.298], [-0.741, 0.771, -1.635], [1.470, 0.512, -1.396], [2.827, 1.004, -1.300], [3.628, 0.363, -0.206], [3.383, 0.102, 1.111], [4.543, -0.539, 1.609], [5.408, -0.612, 0.564], [4.864, -0.069, -0.537], [6.398, -1.011, 0.476], [4.698, -0.895, 2.606], [2.485, 0.304, 1.657], [3.347, 0.777, -2.241], [2.823, 2.088, -1.180], [1.351, -0.872, -1.850], [1.703, -1.858, -0.786], [1.062, -2.101, 0.388], [1.693, -3.101, 1.161], [2.798, -3.610, 0.563], [3.099, -2.877, -0.962], [3.460, -4.376, 0.913], [1.331, -3.425, 2.120], [0.170, -1.587, 0.703], [1.998, -1.018, -2.721], [0.307, -1.009, -2.150], [1.108, 3.229, -1.466], [0.907, 2.816, 0.650], [-0.001, 2.022, 1.600], [-0.085, 2.541, 2.563], [0.396, 1.022, 1.790], [1.934, 2.475, 0.767], [0.881, 3.878, 0.909], [-2.901, 0.421, 0.120], [-3.635, -0.758, -0.021], [-3.825, -1.646, 1.034], [-4.607, -2.772, 0.854], [-5.216, -3.024, -0.364], [-5.035, -2.138, -1.412], [-4.251, -1.013, -1.245], [-4.103, -0.326, -2.066], [-5.505, -2.324, -2.367], [-5.827, -3.905, -0.496], [-4.744, -3.458, 1.677], [-3.349, -1.457, 1.981], [-2.844, 0.964, -0.730]]}


{"formula": "C23H25N3O4S2", "method": "ωB97M-V/def2-TZVPD", "e_above_lowest_kcal_mol": 0.00, "e_homo_ev": -8.384, "lumo_energy_ev": 0.407, "symbols": ["C", "H", "H", "H", "C", "N", "C", "O", "C", "H", "H", "S", "C", "N", "C", "C", "C", "C", "C", "C", "C", "O", "N", "C", "C", "C", "C", "C", "C", "H", "C", "H", "H", "H", "H", "H", "H", "H", "H", "H", "H", "C", "C", "H", "H", "S", "O", "O", "C", "C", "H", "H", "H", "H", "H", "H", "H"], "xyz": [[3.065, 1.873, 2.520], [3.851, 2.430, 2.018], [3.512, 1.306, 3.332], [2.368, 2.592, 2.943], [2.354, 0.911, 1.566], [1.689, 1.599, 0.474], [0.438, 2.126, 0.566], [-0.073, 2.741, -0.350], [-0.349, 1.867, 1.836], [-1.281, 2.428, 1.789], [0.193, 2.073, 2.754], [-0.806, 0.098, 1.863], [-2.205, 0.132, 0.789], [-2.868, 1.218, 0.669], [-3.964, 1.214, -0.151], [-4.693, 2.395, -0.322], [-5.808, 2.398, -1.128], [-6.224, 1.235, -1.776], [-5.514, 0.066, -1.620], [-4.379, 0.041, -0.809], [-3.614, -1.192, -0.650], [-3.861, -2.258, -1.168], [-2.494, -1.051, 0.184], [-1.624, -2.171, 0.366], [-1.910, -3.124, 1.330], [-1.035, -4.183, 1.499], [0.105, -4.279, 0.722], [0.393, -3.331, -0.254], [-0.492, -2.277, -0.429], [-0.316, -1.530, -1.191], [1.636, -3.438, -1.081], [1.913, -4.480, -1.223], [1.500, -2.977, -2.056], [2.468, -2.940, -0.581], [0.783, -5.107, 0.868], [-1.247, -4.936, 2.242], [-2.804, -3.035, 1.928], [-5.810, -0.848, -2.112], [-7.103, 1.256, -2.403], [-6.370, 3.311, -1.260], [-4.356, 3.285, 0.184], [2.306, 1.644, -0.844], [2.422, 0.259, -1.461], [2.296, 0.277, -2.539], [1.752, -0.462, -1.006], [4.140, -0.278, -1.156], [4.175, -1.241, -0.083], [4.762, -0.659, -2.391], [4.800, 1.325, -0.575], [3.696, 2.313, -0.894], [3.710, 3.173, -0.224], [3.837, 2.683, -1.911], [5.015, 1.223, 0.483], [5.715, 1.520, -1.124], [1.615, 2.260, -1.433], [1.624, 0.326, 2.129], [3.065, 0.199, 1.149]]}


{"formula": "C23H25N3O5", "method": "ωB97M-V/def2-TZVPD", "e_above_lowest_kcal_mol": 21.25, "e_homo_ev": -8.263, "lumo_energy_ev": 0.415, "symbols": ["C", "H", "O", "C", "C", "H", "C", "N", "C", "O", "C", "N", "C", "O", "C", "C", "N", "C", "O", "C", "C", "C", "C", "C", "C", "H", "H", "H", "H", "C", "C", "C", "C", "C", "C", "O", "C", "H", "H", "H", "H", "H", "H", "H", "H", "H", "H", "H", "H", "H", "H", "H", "H", "H", "H", "H"], "xyz": [[3.322, -3.640, 0.335], [4.232, -3.401, 0.899], [2.358, -2.628, 0.478], [2.050, -2.291, 1.810], [1.209, -3.343, 2.543], [0.354, -3.606, 1.918], [0.697, -2.826, 3.892], [-0.142, -1.658, 3.749], [-1.426, -1.750, 3.361], [-2.045, -2.787, 3.250], [-2.041, -0.375, 3.049], [-1.478, 0.171, 1.830], [-0.299, 0.842, 1.819], [0.342, 1.016, 2.848], [0.112, 1.314, 0.476], [-0.839, 1.676, -0.423], [-0.567, 2.044, -1.699], [0.731, 2.059, -2.220], [0.927, 2.336, -3.387], [1.780, 1.730, -1.258], [3.105, 1.773, -1.704], [4.140, 1.487, -0.846], [3.865, 1.167, 0.481], [2.568, 1.115, 0.937], [1.497, 1.381, 0.076], [2.367, 0.893, 1.972], [4.679, 0.959, 1.161], [5.161, 1.517, -1.195], [3.281, 2.037, -2.735], [-1.652, 2.321, -2.575], [-1.686, 3.504, -3.291], [-2.726, 3.758, -4.168], [-3.732, 2.824, -4.324], [-3.708, 1.635, -3.613], [-2.669, 1.364, -2.733], [-2.557, 0.223, -1.990], [-3.463, -0.829, -2.231], [-3.127, -1.655, -1.606], [-4.483, -0.552, -1.948], [-3.445, -1.140, -3.279], [-4.501, 0.919, -3.758], [-4.546, 3.011, -5.007], [-2.746, 4.681, -4.727], [-0.886, 4.215, -3.164], [-1.883, 1.728, -0.151], [-1.877, -0.139, 0.959], [-1.820, 0.319, 3.865], [-3.119, -0.481, 2.929], [0.293, -0.741, 3.730], [1.533, -2.568, 4.546], [0.096, -3.608, 4.364], [1.798, -4.245, 2.717], [1.484, -1.361, 1.728], [2.975, -2.093, 2.374], [2.948, -4.616, 0.662], [3.559, -3.687, -0.726]]}


{"formula": "C23H25N5O4S", "method": "ωB97M-V/def2-TZVPD", "e_above_lowest_kcal_mol": 51.07, "e_homo_ev": -7.598, "lumo_energy_ev": 0.526, "symbols": ["C", "H", "O", "C", "C", "N", "C", "N", "N", "C", "C", "C", "N", "C", "C", "C", "C", "C", "C", "H", "H", "H", "H", "H", "H", "S", "C", "H", "H", "C", "O", "N", "C", "C", "C", "C", "C", "C", "H", "O", "C", "H", "H", "H", "O", "C", "H", "H", "H", "H", "H", "H", "H", "H", "H", "H", "H", "H"], "xyz": [[-3.790, -3.673, -1.568], [-4.231, -3.836, -0.578], [-2.472, -3.185, -1.480], [-2.375, -1.881, -0.963], [-2.551, -1.846, 0.571], [-1.903, -0.703, 1.146], [-2.523, 0.438, 1.578], [-1.655, 1.280, 2.066], [-0.448, 0.724, 1.953], [-0.573, -0.461, 1.395], [0.547, -1.291, 1.060], [0.598, -2.490, 0.388], [1.895, -2.878, 0.236], [2.721, -1.949, 0.809], [4.106, -1.913, 0.902], [4.667, -0.836, 1.554], [3.873, 0.178, 2.098], [2.500, 0.151, 1.999], [1.910, -0.927, 1.344], [1.880, 0.934, 2.403], [4.354, 1.003, 2.601], [5.742, -0.773, 1.647], [4.716, -2.699, 0.480], [2.193, -3.731, -0.207], [-0.181, -3.106, -0.013], [-4.220, 0.770, 1.321], [-4.022, 2.209, 0.188], [-3.751, 3.079, 0.784], [-4.999, 2.334, -0.273], [-2.978, 1.820, -0.844], [-3.250, 1.092, -1.777], [-1.744, 2.310, -0.567], [-0.508, 1.841, -1.040], [-0.380, 0.874, -2.024], [0.875, 0.369, -2.318], [2.024, 0.824, -1.686], [1.906, 1.876, -0.757], [0.639, 2.345, -0.439], [0.572, 3.108, 0.321], [2.913, 2.505, -0.095], [4.257, 2.343, -0.491], [4.388, 2.550, -1.556], [4.813, 3.076, 0.092], [4.627, 1.341, -0.268], [3.271, 0.291, -1.917], [3.374, -0.838, -2.743], [2.750, -1.661, -2.379], [4.422, -1.133, -2.700], [3.107, -0.610, -3.781], [0.944, -0.407, -3.063], [-1.246, 0.506, -2.546], [-1.651, 2.888, 0.260], [-2.125, -2.755, 1.007], [-3.611, -1.790, 0.836], [-1.369, -1.532, -1.214], [-3.101, -1.211, -1.440], [-3.731, -4.623, -2.095], [-4.427, -2.981, -2.131]]}


{"formula": "C23H25N5O4S", "method": "ωB97M-V/def2-TZVPD", "e_above_lowest_kcal_mol": 71.99, "e_homo_ev": -8.248, "lumo_energy_ev": 0.247, "symbols": ["C", "C", "N", "O", "C", "C", "S", "O", "O", "N", "C", "C", "O", "N", "C", "C", "C", "C", "C", "C", "C", "H", "H", "C", "H", "H", "H", "H", "H", "H", "H", "H", "C", "H", "H", "H", "C", "C", "N", "H", "C", "C", "C", "C", "C", "N", "C", "H", "H", "H", "H", "H", "H", "H", "H", "H", "H", "H"], "xyz": [[-5.645, -1.485, -0.466], [-4.715, -0.436, -0.951], [-4.849, 0.093, -2.136], [-3.871, 1.023, -2.290], [-3.112, 1.087, -1.180], [-3.606, 0.152, -0.274], [-2.947, -0.416, 1.256], [-3.950, -1.141, 1.980], [-2.282, 0.651, 1.957], [-1.726, -1.461, 0.711], [-0.669, -1.641, 1.681], [0.686, -2.053, 1.105], [1.335, -2.915, 1.667], [1.130, -1.387, 0.014], [2.412, -1.522, -0.541], [3.411, -2.421, -0.211], [4.617, -2.332, -0.892], [4.822, -1.375, -1.871], [3.814, -0.478, -2.197], [2.612, -0.561, -1.531], [1.388, 0.291, -1.677], [1.013, 0.286, -2.701], [1.608, 1.325, -1.406], [0.389, -0.355, -0.704], [-0.027, 0.366, 0.001], [-0.443, -0.813, -1.243], [3.968, 0.274, -2.956], [5.771, -1.323, -2.383], [5.409, -3.024, -0.648], [3.256, -3.162, 0.554], [-0.547, -0.682, 2.190], [-0.933, -2.396, 2.435], [-2.262, -2.698, 0.188], [-1.440, -3.331, -0.142], [-2.899, -2.464, -0.663], [-2.852, -3.231, 0.941], [-2.059, 2.044, -1.212], [-1.389, 2.495, -0.127], [-0.433, 3.440, -0.157], [-0.095, 3.745, -1.058], [0.385, 3.743, 0.998], [1.512, 2.749, 1.151], [1.378, 1.626, 1.961], [2.419, 0.713, 2.023], [3.555, 0.956, 1.264], [3.694, 2.021, 0.494], [2.701, 2.889, 0.441], [2.867, 3.749, -0.198], [4.390, 0.270, 1.269], [2.352, -0.168, 2.642], [0.473, 1.479, 2.533], [-0.254, 3.712, 1.884], [0.785, 4.754, 0.883], [-1.642, 2.119, 0.853], [-1.865, 2.459, -2.191], [-6.669, -1.173, -0.654], [-5.494, -1.653, 0.595], [-5.478, -2.414, -1.010]]}


{"formula": "C23H25NO7", "method": "ωB97M-V/def2-TZVPD", "e_above_lowest_kcal_mol": 39.48, "e_homo_ev": -8.267, "lumo_energy_ev": -0.262, "symbols": ["C", "O", "C", "C", "H", "C", "N", "C", "O", "C", "O", "C", "C", "C", "C", "C", "C", "C", "C", "H", "H", "O", "C", "H", "H", "H", "H", "H", "O", "H", "C", "C", "C", "C", "C", "C", "C", "H", "O", "C", "H", "H", "H", "O", "H", "H", "H", "H", "H", "H", "H", "H", "H", "H", "H", "H"], "xyz": [[0.294, 4.159, -0.524], [1.518, 4.841, -0.621], [2.572, 4.279, 0.132], [3.245, 3.068, -0.550], [2.767, 2.906, -1.519], [3.173, 1.785, 0.284], [1.828, 1.283, 0.406], [1.061, 1.450, 1.504], [1.389, 2.032, 2.517], [-0.287, 0.786, 1.215], [-1.231, 0.772, 1.974], [-0.174, 0.251, -0.131], [-1.157, -0.235, -0.928], [-2.534, -0.483, -0.495], [-2.815, -1.164, 0.691], [-4.116, -1.407, 1.059], [-5.181, -0.965, 0.265], [-4.905, -0.292, -0.922], [-3.594, -0.067, -1.297], [-3.401, 0.480, -2.210], [-5.700, 0.067, -1.558], [-6.421, -1.248, 0.728], [-7.539, -0.806, -0.005], [-7.573, -1.260, -1.000], [-7.550, 0.284, -0.100], [-8.409, -1.125, 0.566], [-4.347, -1.934, 1.970], [-2.006, -1.515, 1.308], [-0.860, -0.475, -2.226], [-1.635, -0.831, -2.683], [1.243, 0.445, -0.616], [1.951, -0.892, -0.703], [2.372, -1.410, -1.913], [3.001, -2.644, -1.961], [3.218, -3.364, -0.800], [2.791, -2.838, 0.434], [2.159, -1.612, 0.471], [1.822, -1.193, 1.407], [3.057, -3.635, 1.522], [2.671, -3.170, 2.793], [1.587, -3.037, 2.857], [2.984, -3.940, 3.495], [3.168, -2.227, 3.042], [3.839, -4.569, -0.851], [3.901, -4.911, 0.051], [3.336, -3.063, -2.896], [2.205, -0.858, -2.824], [1.274, 0.934, -1.597], [3.536, 1.986, 1.296], [3.792, 1.007, -0.173], [4.296, 3.288, -0.740], [2.211, 3.997, 1.129], [3.292, 5.093, 0.243], [-0.445, 4.785, -1.021], [0.324, 3.181, -1.019], [0.001, 4.012, 0.522]]}


Number 1: electronic energy -45705.38844 eV. Number 2: electronic energy -58588.69020 eV. Number 3: electronic energy -38965.64801 eV. Number 4: electronic energy -50731.98068 eV. Number 5: electronic energy -50731.07325 eV. Number 6: electronic energy -40078.28664 eV.